# C23H23IrN6O5S

A molecular structure, C23H23IrN6O5S in a non-equilibrium geometry (wB97M-V/def2-TZVPD, OMol25).

## Properties
Molecular weight   687.76 g/mol
HOMO level (alpha / beta)   -0.51764 / -0.51764 Eh
E_LUMO (alpha / beta)   -7.75 / -7.75 eV
Energy   -57062.08008 eV
Spin multiplicity   1
Gap between HOMO and LUMO (alpha / beta)   6.34 / 6.34 eV
Charge   +2

Atoms and positions in Å:
Ir -0.83 -0.21 -0.32
O -4.34 -2.14 -0.79
C -3.29 -1.59 -0.90
N -2.70 -0.70 0.01
C -3.29 -0.22 1.17
O -4.36 -0.51 1.63
C -2.37 0.79 1.86
C -2.79 1.45 2.99
C -1.93 2.38 3.58
C -0.70 2.62 3.00
C -0.34 1.93 1.86
N -1.15 1.02 1.31
C -2.36 -1.82 -2.09
C -2.82 -2.45 -3.22
C -1.95 -2.60 -4.30
C -0.65 -2.12 -4.20
C -0.25 -1.50 -3.03
N -1.09 -1.36 -2.00
H -3.78 1.24 3.38
H -2.24 2.91 4.47
H -0.02 3.35 3.41
H 0.60 2.11 1.35
H -3.84 -2.80 -3.25
H -2.29 -3.07 -5.21
H 0.05 -2.22 -5.01
H 0.75 -1.10 -2.89
N 1.86 -3.46 2.14
C 0.57 -3.94 1.52
C 0.12 -2.94 0.46
N -0.02 -1.58 1.02
C 1.26 -1.13 1.64
C 1.72 -2.08 2.73
H 2.60 -3.44 1.42
H 2.18 -4.12 2.85
H -0.15 -4.01 2.34
H 0.74 -4.92 1.10
H -0.82 -3.27 0.04
H 0.85 -2.89 -0.35
H -0.76 -1.57 1.72
H 1.14 -0.13 2.05
H 2.01 -1.05 0.85
H 1.00 -2.17 3.54
H 2.68 -1.78 3.14
O 4.41 2.88 0.67
S 4.02 2.44 -0.64
O 4.97 2.35 -1.69
N 3.21 0.99 -0.47
C 1.97 1.13 -0.79
O 1.16 0.14 -0.65
C 1.52 2.48 -1.24
C 0.28 2.91 -1.68
C 0.14 4.25 -2.03
C 1.22 5.12 -1.95
C 2.47 4.69 -1.53
C 2.59 3.36 -1.18
H -0.56 2.23 -1.77
H -0.81 4.61 -2.38
H 1.09 6.16 -2.23
H 3.32 5.36 -1.48


# CH37O20

19 unconnected molecules or ions with the total composition CH37O20 in a non-equilibrium geometry (wB97M-V/def2-TZVPD, OMol25).

## Properties
Molecular weight   369.29 g/mol
HOMO level   -0.25347 Eh
E_LUMO   2.37 eV
Energy above the lowest of the compared OMol25 structures with the same formula, charge and spin   19.9 kcal per mole
Energy   -42588.65580 eV
Spin multiplicity   1
Gap between HOMO and LUMO   9.27 eV
Charge   -1

Atoms and positions in Å:
O -1.31 -0.39 -1.92
C -0.87 0.34 -0.96
O -1.56 0.87 -0.01
H 0.27 0.59 -0.79
H -0.22 -0.47 -3.55
H -0.56 0.75 -4.48
O 0.14 0.40 -3.90
H 2.50 -1.28 -0.87
H 1.89 -0.13 -1.80
O 2.67 -0.32 -1.22
H 0.85 1.29 2.21
H -0.46 0.76 1.58
O 0.51 0.66 1.65
H 1.94 -1.88 2.20
H 0.67 -0.96 1.84
O 1.02 -1.88 2.03
H 4.39 -1.00 -0.38
H 3.85 -0.93 1.04
O 4.16 -1.58 0.38
H -1.30 -3.81 2.30
H -2.94 -3.86 2.79
O -1.93 -3.89 2.91
H -2.20 1.16 -3.17
H -2.71 2.72 -3.41
O -2.32 1.87 -3.89
H 3.50 -3.34 -2.17
H 3.05 -1.97 -2.45
O 3.68 -2.56 -2.76
H 3.07 0.83 0.14
H 1.66 1.40 0.83
O 2.73 1.54 0.79
H 4.43 0.34 2.73
H 3.11 0.64 1.99
O 3.55 -0.05 2.56
H -0.72 4.91 -1.73
H -0.38 3.49 -1.17
O -0.92 4.38 -1.06
H 0.75 -2.45 0.35
H -0.24 -2.46 -0.91
O 0.71 -2.37 -0.61
H -3.64 2.19 -0.32
H -2.90 2.66 0.88
O -3.69 2.50 0.57
H -3.02 -0.89 0.52
H -2.55 -1.32 -0.91
O -2.92 -1.70 -0.10
H -3.61 -3.16 0.66
H -4.04 -2.46 2.05
O -4.00 -3.34 1.53
H -0.51 3.19 1.56
H -0.28 4.57 0.66
O 0.05 4.02 1.54
H 1.08 2.79 -2.35
H 0.02 1.75 -2.76
O 0.24 2.34 -2.03
H -1.96 -1.39 4.53
H -1.28 -1.95 3.16
O -1.43 -1.17 3.67


# C5H7NO

A molecular structure, C5H7NO in a non-equilibrium geometry (wB97M-V/def2-TZVPD, OMol25).

## Properties
Molecular weight   97.12 g/mol
HOMO level   -0.35403 Eh
E_LUMO   0.85 eV
Energy above the lowest of the compared OMol25 structures with the same formula, charge and spin   71.7 kcal per mole
Energy   -8833.09432 eV
Spin multiplicity   1
Gap between HOMO and LUMO   10.48 eV
Charge   0

Atoms and positions in Å:
O -0.60 -1.69 -0.89
C -0.58 -0.95 0.30
C 0.75 -0.47 0.84
C 1.11 0.76 0.03
C -0.01 1.08 -0.97
C -0.88 0.54 0.16
N 0.21 0.87 1.19
H -0.19 -2.54 -0.68
H -1.20 -1.41 1.08
H 1.32 -0.97 1.65
H 2.13 1.15 0.01
H -0.02 0.58 -1.94
H -0.18 2.16 -1.11
H -1.88 0.91 0.34


Which of these has the lowest charge?
CH37O20


Which of these has the lowest charge?
CH37O20